14
Properties=species:S:1:pos:R:3:mulliken_charge:R:1 method="wB97M-V/def2-TZVPD" lumo_ev="-7.8 / -7.8" charge=+1 molar_mass_g_mol=82.13 e_homo_ev="-11.78 / -11.78"
C -1.58 -0.76 1.45 -0.4682
C -1.52 -0.30 -0.11 -0.2367
C -2.04 0.72 -0.58 0.1129
C -0.82 0.95 3.22 0.0564
C -1.25 0.12 2.45 -0.3034
N 3.53 -0.12 -3.09 -0.5637
H -2.57 -1.09 1.63 0.3547
H -0.84 -1.56 1.54 0.2897
H -0.85 -1.02 -0.57 0.3780
H -2.32 1.69 -0.89 0.4014
H -0.20 1.63 3.77 0.4119
H 3.72 0.86 -3.06 0.1979
H 2.66 -0.50 -3.35 0.1683
H 4.09 -0.62 -2.42 0.2008